Formula: C2H3NO2S
Source: OMol25
Level of theory: ωB97M-V/def2-TZVPD

For the HOMO-LUMO gap, the calculation gives 11.42 eV. The energy above the lowest of the compared OMol25 structures with the same formula, charge and spin is 380.1 kJ/mol. The calculation puts the HOMO energy at -10.883 eV. The max |F| is 0.0416 Eh/bohr. The SMILES is C#CS(N)(=O)=O. Its multiplicity is 1.

The geometry in XYZ format:
```
9
Properties=species:S:1:pos:R:3:forces:R:3:nbo_charge:R:1
C 1.0956 1.9870 0.0438 -0.5 -1.6 0.0 -0.1690
C 0.2777 1.1141 0.2162 -1.4 -0.4 -0.7 -0.3606
S -0.9976 -0.1992 0.1041 1.9 0.6 -0.6 2.3195
N 0.0482 -1.4737 -0.0517 -1.1 0.3 1.4 -1.0761
O -1.6848 -0.2171 -1.1407 0.2 0.6 -0.2 -0.9032
O -1.7462 -0.0811 1.3054 0.6 -0.8 0.3 -0.8793
H 2.0319 2.3818 -0.2276 0.4 0.9 0.1 0.2374
H 0.6319 -1.7546 0.7117 0.1 0.1 0.3 0.4079
H 0.3432 -1.7572 -0.9614 -0.2 0.2 -0.5 0.4235
```
Positions in Å, forces in eV/Å.


Formula: CH5N3PdSSbSe4
Source: OMol25
Level of theory: ωB97M-V/def2-TZVPD

For the HOMO-LUMO gap, the calculation gives 5.04 eV. As for the total charge: -1. The calculation puts the HOMO energy at -3.556 eV. The max |F| is 0.0229 Eh/bohr. Its multiplicity is 1.

The geometry in XYZ format:
```
16
Properties=species:S:1:pos:R:3:forces:R:3:nbo_charge:R:1
Pd -0.7789 -0.5651 0.0000 0.6 1.0 0.0 0.3575
N 1.3596 -0.3321 0.0457 -0.2 -0.1 0.0 -0.6343
N 1.7752 1.0017 -0.0072 0.0 0.0 0.0 -0.4470
C 0.8661 2.0044 -0.0033 -0.1 -0.1 0.0 0.2661
N 1.4028 3.2510 0.0287 0.0 0.0 0.0 -0.7940
S -0.7926 1.7735 -0.0189 0.2 0.0 0.0 -0.0335
H 1.6001 -0.7966 0.9169 0.1 0.0 0.0 0.4136
H 1.6773 -0.8800 -0.7475 0.1 0.0 0.0 0.4164
H 2.7517 1.2010 0.1426 0.0 0.0 0.0 0.3785
H 2.3507 3.4028 -0.2713 0.0 0.0 0.0 0.3858
H 0.7587 4.0101 -0.1086 0.0 0.0 0.0 0.4162
Se -3.4476 -3.8125 2.1417 0.0 -0.1 0.0 -0.7675
Sb -2.7347 -2.9615 0.0101 -0.5 -0.6 0.0 1.0738
Se -3.2206 -0.4741 -0.0284 0.5 -0.4 0.0 -0.5372
Se -0.1670 -2.9690 0.0210 -0.5 0.3 0.0 -0.7247
Se -3.4008 -3.8536 -2.1216 0.0 -0.1 0.0 -0.7695
```
Positions in Å, forces in eV/Å.


Formula: C6H9F3N3V
Source: OMol25
Level of theory: ωB97M-V/def2-TZVPD

For the HOMO-LUMO gap (alpha / beta), the calculation gives 9.18 / 5.53 eV. As for the total charge: +1. The calculation puts the HOMO energy (alpha / beta) at -14.531 / -14.994 eV. The max |F| is 0.0810 Eh/bohr. Its multiplicity is 4.

The geometry in XYZ format:
```
22
Properties=species:S:1:pos:R:3:forces:R:3:mulliken_spin:R:1
V 0.3851 -0.3629 1.6214 -2.6 1.0 1.6 1.9540
F 2.1665 -0.8370 0.4758 -1.1 0.1 1.3 0.6258
F 1.4764 -0.8181 3.3060 -0.8 0.3 -2.4 0.4447
F -1.4701 0.1580 2.3321 3.7 -1.1 -1.4 -0.0261
C -0.6610 0.4708 -3.0383 -0.7 0.3 -0.9 -0.0011
C -0.4790 0.3741 -1.6188 0.0 -0.4 2.6 0.0157
N -0.3512 0.2500 -0.4706 0.4 -0.2 -1.5 -0.0163
H 0.1864 0.0389 -3.5706 0.0 0.2 0.0 0.0008
H -0.8848 1.4897 -3.3543 0.7 0.3 0.2 0.0008
H -1.5867 0.0050 -3.3763 0.1 -0.7 0.4 0.0007
C -2.0948 -3.9980 0.1035 0.5 0.4 -0.9 -0.0009
C -1.1523 -3.1296 0.7962 -0.6 -0.6 0.0 0.0227
N -0.4700 -2.3713 1.3029 0.8 1.1 0.1 -0.0246
H -1.5623 -4.5893 -0.6414 0.2 -0.5 0.5 0.0009
H -2.6270 -3.3333 -0.5770 -0.6 0.1 0.4 0.0015
H -2.7447 -4.5801 0.7569 0.2 0.2 -0.1 0.0010
C 2.1627 3.9711 0.8448 0.4 -0.2 -0.1 -0.0026
C 1.5579 2.7183 1.2937 -1.7 -3.5 1.4 0.0308
N 1.0698 1.7062 1.6645 1.9 3.3 -1.7 -0.0316
H 3.2251 3.8301 0.6461 0.1 -0.3 0.2 0.0012
H 2.1026 4.7335 1.6215 -0.4 0.0 -0.2 0.0012
H 1.7512 4.2737 -0.1181 -0.4 0.2 0.3 0.0014
```
Positions in Å, forces in eV/Å.


Formula: C50H37BF2N6O2P3PdSe3
Source: OMol25
Level of theory: ωB97M-V/def2-TZVPD

For the HOMO-LUMO gap (alpha / beta), the calculation gives 7.14 / 4.19 eV. The energy above the lowest of the compared OMol25 structures with the same formula, charge and spin is 132.6 kJ/mol. As for the total charge: +1. The calculation puts the HOMO energy (alpha / beta) at -9.356 / -10.049 eV. The max |F| is 0.0745 Eh/bohr. Its multiplicity is 5.

The geometry in XYZ format:
```
105
Properties=species:S:1:pos:R:3:forces:R:3:mulliken_spin:R:1
Pd 0.2638 0.7294 -2.0668 -0.8 -0.4 0.4 0.7463
Se -3.2941 2.3495 3.8477 0.2 -0.4 0.2 0.0001
P -1.9507 0.7148 3.7813 -0.4 1.3 0.2 -0.0009
C -0.4024 0.9831 4.6803 0.4 0.2 0.3 0.0011
C -0.4001 1.7550 5.8645 -1.3 0.3 -0.2 0.0002
C 0.7250 1.9009 6.6448 0.1 -0.2 -0.3 0.0000
C 1.9043 1.2954 6.2212 0.2 -0.5 0.2 -0.0002
C 1.9209 0.4265 5.1342 -0.5 1.1 0.1 -0.0003
C 0.7658 0.3407 4.3168 1.7 -0.7 0.8 -0.0004
C -2.5463 -0.8679 4.3607 -0.6 0.7 0.4 0.0001
C -3.8005 -0.8998 4.9392 0.4 -0.5 -0.9 0.0001
C -4.3210 -2.1268 5.2830 -1.4 0.9 1.1 0.0002
C -3.6364 -3.2764 5.1420 1.4 -1.5 -1.0 -0.0002
C -2.3849 -3.2382 4.4952 0.2 -1.0 0.7 0.0007
C -1.8161 -2.0258 4.1801 -0.1 -0.2 0.0 0.0017
C -1.6246 0.3459 2.0444 0.4 -1.0 -1.8 -0.0004
C -1.0187 0.9667 0.9226 -0.1 0.2 -0.6 0.0108
N -1.2443 0.2246 -0.1893 0.1 0.4 1.6 0.0012
N -1.9229 -0.8115 0.2680 0.4 0.6 0.1 0.0989
N -2.1756 -0.7874 1.5491 0.1 0.2 0.2 -0.0089
P -0.0087 2.4482 0.6489 0.0 -0.3 -0.2 -0.0108
Se -0.1704 3.2523 -1.3324 -0.1 -0.5 -0.1 0.0753
C -0.4086 3.6554 1.8942 -0.3 0.5 -1.4 -0.0051
C -1.2421 4.7325 1.5176 0.6 -0.7 -0.1 0.0023
C -1.3137 5.7877 2.3844 0.8 0.0 1.3 0.0024
C -0.5652 5.8027 3.5778 -0.7 -0.2 0.0 0.0004
C 0.2241 4.7161 3.9132 0.4 1.8 1.2 -0.0001
C 0.3207 3.6817 3.0542 0.9 -1.9 0.3 0.0005
C 1.6694 1.8985 0.9829 0.6 -0.4 -0.4 0.0004
C 2.6704 2.8525 0.8952 -0.4 1.7 0.2 -0.0069
C 3.9377 2.6660 1.3929 0.6 -0.2 0.3 -0.0061
C 4.2051 1.4418 1.9488 1.4 -2.2 0.7 0.0242
C 3.2865 0.3847 1.8755 0.4 -0.8 0.4 0.0018
C 2.0327 0.5933 1.3290 0.2 1.4 0.4 -0.0117
H -1.3170 2.2931 6.1625 0.4 -0.5 -0.3 0.0000
H 0.6580 2.4258 7.5918 0.2 0.2 -0.3 0.0000
H 2.8254 1.4591 6.7633 0.0 -0.1 0.2 0.0000
H 2.8623 -0.0967 4.9563 -0.5 0.1 -0.5 0.0001
H 0.9352 -0.2555 3.4347 -0.7 -0.1 -0.2 -0.0008
H -4.4172 -0.0338 4.9835 -0.2 0.7 0.2 0.0000
H -5.3018 -2.1327 5.7202 -0.3 -0.1 0.2 0.0000
H -4.0346 -4.2395 5.4639 0.0 0.3 -0.1 0.0000
H -1.8600 -4.1944 4.3339 -0.1 0.7 0.1 -0.0004
H -0.8285 -1.9051 3.7891 0.5 -0.5 -0.3 -0.0012
H -1.7229 4.7603 0.5356 0.1 -0.1 0.5 0.0020
H -1.8736 6.6546 2.1763 -0.8 0.8 -0.4 0.0001
H -0.6782 6.6374 4.2652 0.2 0.0 -0.2 0.0001
H 0.8930 4.7177 4.7828 -0.6 0.1 -0.2 -0.0001
H 1.0091 2.8808 3.3727 -0.4 0.3 -0.7 0.0000
H 2.4321 3.8565 0.5523 -0.2 -0.1 -0.1 0.0006
H 4.7194 3.4288 1.4310 -0.5 0.0 -0.3 -0.0025
H 5.2003 1.1691 2.4023 -1.1 0.7 -0.5 0.0045
H 3.5436 -0.6221 2.3106 -0.2 1.2 -0.7 -0.0112
H 1.3024 -0.1578 1.2413 -0.7 -1.1 0.1 0.0071
O -2.4008 1.7478 -4.9726 0.5 -0.5 -0.1 0.0022
C -2.3487 0.6952 -4.4096 -0.9 0.9 1.0 0.0327
O -2.8618 0.5427 -3.1169 0.4 -0.4 0.0 0.0105
C -2.0085 -0.6219 -4.9814 0.3 0.1 -0.6 -0.0084
C -2.3193 -0.7467 -6.3361 -0.2 -0.2 0.3 -0.0038
C -2.2406 -1.9853 -6.9442 -0.1 -0.6 0.5 0.0001
C -1.8916 -3.1182 -6.2032 0.4 0.6 0.5 0.0027
C -1.4936 -2.9700 -4.8728 -0.1 0.9 -0.7 0.0086
C -1.4884 -1.7028 -4.2811 0.6 -0.7 0.9 0.0146
P -0.4611 -1.5028 -2.7029 -0.2 0.4 -0.6 0.0982
C 1.1217 -2.3092 -3.1604 -0.2 0.0 0.8 -0.0008
C 1.9225 -2.9898 -2.2148 -1.3 0.3 0.2 0.0117
C 3.2359 -3.2365 -2.5374 1.1 -0.4 0.3 0.0085
C 3.7427 -2.7763 -3.7437 0.2 -0.9 -0.5 -0.0191
C 2.9293 -2.1668 -4.6882 0.9 -0.1 0.5 -0.0089
C 1.6451 -1.8734 -4.3877 -1.5 -0.1 1.6 -0.0042
C -1.3249 -2.5207 -1.4703 -0.6 -0.1 -0.5 0.3368
C -2.4205 -1.8648 -0.6364 0.3 -0.4 0.2 -0.0620
C -3.1849 -2.8538 0.1933 -0.3 0.7 0.5 0.2641
C -2.9621 -4.1658 0.1692 0.3 -0.6 -0.3 -0.1030
C -1.9636 -4.7284 -0.6625 -1.3 0.7 0.1 0.3642
C -1.3074 -3.8924 -1.5574 2.0 -0.4 -0.2 -0.0345
H -2.6683 0.1348 -6.8545 0.0 0.0 -0.1 0.0006
H -2.5218 -2.1180 -7.9652 0.0 0.1 -0.6 0.0000
H -1.8059 -4.0908 -6.6555 -0.2 -0.2 -0.2 -0.0001
H -1.1225 -3.8094 -4.3226 0.2 -0.4 0.1 0.0008
H 1.5243 -3.2685 -1.2113 0.3 0.2 -1.0 0.0066
H 3.9126 -3.7859 -1.8516 -0.6 0.5 -0.4 0.0168
H 4.7685 -2.9904 -4.0191 0.0 0.0 0.1 -0.0019
H 3.3116 -1.8926 -5.6279 0.6 0.4 -1.0 -0.0020
H 1.0114 -1.2073 -4.9444 0.0 -0.1 -0.8 0.0101
H -3.0738 -1.3150 -1.3177 -0.3 -0.1 -0.1 0.0788
H -3.8768 -2.4990 0.9442 -0.2 0.4 -0.3 0.0114
H -3.5795 -4.8155 0.7638 0.0 -0.1 0.3 0.0008
H -1.8722 -5.7781 -0.6255 0.5 -1.0 -0.3 0.0067
H -0.5841 -4.3782 -2.2465 -0.5 0.5 0.4 0.0308
Se 5.3371 -0.3959 -1.4731 0.6 0.1 -0.6 0.2865
N 5.7407 0.4556 -3.0221 0.3 -0.4 1.4 0.4886
C 4.5570 0.9288 -3.4921 -0.5 -0.5 -0.3 -0.0247
C 4.4535 1.5669 -4.6806 -0.8 0.3 -0.6 0.3146
C 3.1242 1.8567 -5.1602 -0.7 -0.9 2.3 0.3390
C 2.0034 1.5286 -4.3459 0.5 1.0 -3.7 0.0537
N 2.0414 0.9438 -3.2045 1.5 -1.5 2.5 0.3865
C 3.3327 0.5218 -2.7154 -0.1 1.3 -1.5 -0.0998
N 3.5248 -0.2086 -1.6894 -0.9 0.3 0.4 0.2401
H 5.2314 1.7917 -5.3905 0.6 -0.1 0.5 0.0100
H 3.0043 2.2619 -6.1213 -0.4 0.5 -1.0 0.0081
H 1.0387 1.6541 -4.8412 -0.1 0.3 0.6 0.0251
F -3.8903 1.0981 -1.1475 0.2 0.5 -0.5 -0.0009
B -3.4012 1.5304 -2.3153 0.2 -0.8 -0.2 -0.0115
F -3.4667 2.7619 -2.7198 -0.3 0.6 0.4 0.0003
```
Positions in Å, forces in eV/Å.


Formula: C2H3NO3
Source: OMol25
Level of theory: ωB97M-V/def2-TZVPD

For the HOMO-LUMO gap (alpha / beta), the calculation gives 9.32 / 11.43 eV. The energy above the lowest of the compared OMol25 structures with the same formula, charge and spin is 52.2 kJ/mol. The calculation puts the HOMO energy (alpha / beta) at -8.558 / -12.640 eV. The max |F| is 0.0748 Eh/bohr. Its multiplicity is 3.

The geometry in XYZ format:
```
9
Properties=species:S:1:pos:R:3:forces:R:3:mulliken_spin:R:1
C -2.3070 -0.4767 -0.0481 0.6 -1.0 -0.2 -0.0004
C 1.4576 0.0536 -0.0342 -0.2 -0.5 0.3 0.0982
N 0.4568 1.0364 -0.2710 -0.5 0.0 0.7 1.0105
O -1.8025 -1.4496 0.3072 0.4 -0.8 0.7 0.0015
O -2.7913 0.4521 -0.4954 -1.1 1.7 -0.5 0.0026
O -0.2953 1.1524 0.6858 -0.9 0.9 0.3 0.8575
H 2.3888 0.4181 -0.1966 3.0 1.9 0.4 0.0232
H 1.3872 -0.5558 0.8291 -0.4 0.2 1.3 -0.0195
H 1.5057 -0.6304 -0.7770 -0.8 -2.4 -2.9 0.0264
```
Positions in Å, forces in eV/Å.


Formula: C12H17CuF9N2O4P
Source: OMol25
Level of theory: ωB97M-V/def2-TZVPD

For the HOMO-LUMO gap, the calculation gives 5.50 eV. As for the total charge: -2. The calculation puts the HOMO energy at -0.768 eV. The max |F| is 0.0353 Eh/bohr. Its multiplicity is 1.

The geometry in XYZ format:
```
46
Properties=species:S:1:pos:R:3:forces:R:3:nbo_charge:R:1
Cu -0.6108 0.1602 1.1135 -0.2 0.2 1.8 0.9095
O -1.7012 -0.2627 2.9011 0.5 -0.6 -0.5 -1.3729
H -2.5181 0.0795 3.2647 -0.2 0.2 -0.4 0.4163
O 1.0944 1.0276 2.0898 -0.2 0.0 -1.0 -1.2848
H 1.7352 0.3145 2.0919 0.1 -0.1 0.3 0.4280
P -2.6301 1.1168 -1.2210 0.5 -0.2 0.0 2.6021
F -4.2335 1.1900 -1.3097 -0.3 0.1 0.0 -0.5960
F -2.5404 0.8889 -2.8213 0.1 -0.1 -0.1 -0.5966
F -2.5118 2.7107 -1.4613 0.0 0.1 0.0 -0.5942
F -0.9783 1.0028 -1.1144 -0.4 0.1 -0.1 -0.6093
F -2.6758 1.3583 0.3746 -0.2 0.0 -0.2 -0.5835
F -2.7200 -0.4880 -1.0032 0.0 0.0 0.0 -0.5978
N 0.8765 3.6114 1.2985 0.3 0.2 0.0 -0.5088
C 1.8992 4.4838 1.5297 -0.4 0.2 -0.3 -0.0891
C 1.5825 5.6890 0.9254 0.5 -0.4 -0.2 -0.3531
C 0.3424 5.5048 0.2492 -0.1 -0.1 0.7 -0.3452
C -0.0745 4.2160 0.5468 0.0 0.2 -0.2 -0.0603
H 0.8873 2.6182 1.6053 0.1 -0.2 0.2 0.4818
H 2.7820 4.1764 2.0602 0.0 0.0 0.1 0.1952
H 2.2509 6.5406 0.8883 -0.2 0.0 0.0 0.1880
H -0.2267 6.2647 -0.2610 0.0 -0.1 -0.2 0.1948
H -0.9720 3.6798 0.2856 0.0 0.0 -0.1 0.2365
N 2.3083 0.5461 -0.4278 0.1 0.4 -0.3 -0.5118
C 2.1900 0.7375 -1.7636 0.3 -0.1 0.1 -0.0457
C 3.0520 -0.1256 -2.4050 -0.2 0.7 0.0 -0.3523
C 3.7300 -0.8623 -1.3950 0.5 0.5 -0.2 -0.3287
C 3.2694 -0.3921 -0.1827 -0.7 -0.3 -0.1 -0.0890
H 1.7841 1.0726 0.2855 0.0 -0.5 0.3 0.4627
H 1.5742 1.5307 -2.1488 -0.2 -0.1 0.0 0.2186
H 3.2008 -0.0495 -3.4720 0.2 -0.5 0.0 0.1975
H 4.6008 -1.4861 -1.5394 -0.3 -0.3 0.0 0.1938
H 3.4067 -0.7596 0.8207 0.3 0.1 0.0 0.1998
C -3.4990 -4.6791 0.3997 0.2 -0.1 1.2 -0.6269
C -2.4177 -3.5993 0.3797 -0.9 -0.8 -0.1 -0.0964
O -1.1780 -4.2647 0.0480 0.2 -0.5 -0.1 -0.4938
C -0.2048 -3.4054 -0.1946 -0.4 0.0 0.1 0.6818
O -0.3356 -2.2277 -0.1425 0.8 0.6 -0.2 -0.5048
C 1.1239 -4.0921 -0.5760 0.0 -0.3 -0.1 0.9016
F 1.6039 -3.5635 -1.6981 0.0 0.0 0.1 -0.2975
F 2.0307 -3.9428 0.3964 -0.1 0.0 -0.1 -0.3096
F 0.9805 -5.4259 -0.7864 0.0 0.3 0.1 -0.3329
H -4.4897 -4.2349 0.3182 0.0 0.0 -0.3 0.2162
H -3.4979 -5.1622 1.3870 0.1 -0.1 -0.2 0.1962
H -3.3314 -5.4701 -0.3267 -0.1 0.2 -0.3 0.2058
H -2.2986 -3.1672 1.3685 0.0 0.5 -0.1 0.2303
H -2.6597 -2.8600 -0.3779 0.3 0.3 0.2 0.2246
```
Positions in Å, forces in eV/Å.